No. 1
Here is C23H44AgCl22O3 as an isolated structure from the Open Molecules 2025 dataset. Energies are from wB97M-V/def2-TZVPD.

## Properties
LUMO level (alpha / beta) = -0.0253 / -0.0713 Ha
Multiplicity = 2
<S²> = 0.76
Charge = 0
Electronic energy = -11399.49894 Ha
Highest occupied orbital energy (alpha / beta) = -10.1 / -9.8 eV
Orbital gap (alpha / beta) = 9.3751 / 7.8869 eV

CARTESIAN COORDINATES (ANGSTROEM)
1 Cl -4.13591 -30.64617 5.37419
2 Cl 4.73249 -23.42968 6.52731
3 C 1.27212 -19.89847 4.08368
4 O 0.09744 -22.77869 5.06086
5 O 0.98677 -24.45070 5.79712
6 Cl -4.69992 -22.89886 10.48082
7 Cl -6.95085 -21.14719 1.53065
8 H -1.99476 -19.89686 4.79224
9 C 2.24867 -21.28943 9.10976
10 H 3.23634 -19.45752 3.33370
11 C 2.42285 -20.16296 3.16429
12 H 2.80458 -21.16453 3.36234
13 H -5.37109 -20.26260 2.93831
14 H -3.84535 -21.19968 7.24843
15 H -5.17526 -22.07263 7.84976
16 H -0.76348 -24.26002 0.65659
17 Cl -1.29995 -24.61980 2.84519
18 Cl 1.50316 -25.33607 1.76348
19 C -2.33711 -19.34845 5.66982
20 C -5.98252 -26.76137 4.67168
21 H 1.52844 -26.74330 4.77001
22 H -6.60484 -27.65591 4.69630
23 C -0.19662 -26.50697 8.99287
24 C 0.95044 -23.62680 1.72472
25 H 1.37203 -23.22061 0.80528
26 Cl 1.89881 -20.07290 1.42818
27 H 2.86653 -21.05902 9.97766
28 C -4.52671 -27.24604 4.79345
29 Cl 2.61914 -20.05398 7.85893
30 H -4.02669 -20.75968 9.78746
31 H 4.25993 -26.21269 4.07103
32 H -1.79746 -29.25314 6.54723
33 H 3.33613 -24.71527 4.06705
34 H 2.31838 -28.40939 3.28196
35 C 0.93776 -27.65925 4.75447
36 C 0.72678 -23.21303 6.00037
37 C -4.09404 -21.98809 7.95884
38 C -3.74214 -21.75339 9.44151
39 C 1.25391 -28.51723 3.49018
40 H 0.74255 -25.52620 10.73275
41 H -6.27223 -26.20243 5.56148
42 C 4.27083 -25.17144 4.39318
43 Cl -1.40672 -24.57240 10.64504
44 H -1.24800 -20.66729 6.98914
45 C -1.55285 -30.29901 6.36166
46 H -2.17572 -31.96868 5.25942
47 C 0.07106 -25.29241 9.90659
48 Cl -2.21985 -17.62678 5.15050
49 Cl 5.69889 -24.51569 3.54915
50 C -2.34667 -30.89356 5.20471
51 Cl -3.48545 -25.91187 5.15109
52 H 2.45430 -22.27579 8.69393
53 H -0.88561 -22.65182 1.46583
54 H 0.09655 -21.05077 8.84846
55 H -4.25906 -28.00278 5.53090
56 H 5.16440 -25.74777 6.19393
57 H -5.72454 -23.31373 3.11738
58 C -5.05861 -22.46141 2.98251
59 Cl -1.28147 -26.17367 7.64522
60 Cl 0.91597 -30.22554 3.77739
61 H -0.57842 -27.32203 9.60768
62 C -1.33815 -19.59272 6.83021
63 H 1.14247 -28.24808 5.64860
64 H 1.65460 -19.89157 5.10435
65 H 3.51201 -25.43038 6.44327
66 H -2.70411 -21.97221 9.69195
67 H -3.37846 -19.62526 5.83437
68 C -0.55856 -23.68724 1.56104
69 H 1.38570 -23.07434 2.55745
70 H -6.59816 -21.16809 3.82901
71 H -0.32959 -19.17994 6.80736
72 Cl -1.74959 -31.15751 7.93115
73 H 0.53539 -24.56390 9.24192
74 H -4.45938 -22.53060 2.07463
75 Ag -1.29370 -24.45189 5.54293
76 Cl -6.36287 -25.80257 3.25875
77 Cl 0.67257 -19.84054 10.77319
78 Cl -3.36920 -23.51095 7.31626
79 Cl 0.74786 -18.18241 3.96088
80 C 0.82555 -21.20151 9.64466
81 H 0.77511 -28.14360 2.58506
82 Cl -2.17340 -19.03908 8.33513
83 H -0.51352 -30.28907 6.03336
84 C -5.93756 -21.19353 2.96237
85 C 4.37592 -25.05809 5.89267
86 H 0.39726 -20.51363 3.87323
87 H 0.57027 -22.11624 10.17962
88 O -0.05632 -23.16313 6.94512
89 H -4.13541 -27.75975 3.91534
90 H -2.09452 -30.43574 4.24820
91 Cl -3.76130 -22.37959 4.19274
92 H 0.72478 -26.88156 8.54699
93 Cl -0.79656 -27.22230 4.70150

Löwdin atomic charge list, values in e, 2 entries: 0.548, 0.547



No. 2
Here is one molecule with the formula C5H16Si2 from the Open Molecules 2025 dataset. Energies are from wB97M-V/def2-TZVPD.

## Properties
SMILES = C[SiH](C)[Si](C)(C)C
LUMO level = 0.0360 Ha
Charge = 0
Energy relative to the best compared isomer or geometry (same formula, charge and spin) = 21.7 kJ/mol
Electronic energy = -779.09584 Ha
Highest occupied orbital energy = -9.4 eV
Orbital gap = 10.3876 eV

CARTESIAN COORDINATES (ANGSTROEM)
1 H -2.11268 -1.97090 1.16480
2 C 2.41117 -1.15877 -0.39063
3 H -1.80285 2.19118 -0.15983
4 H 0.10883 0.76514 2.56894
5 C -2.20585 1.17735 -0.28773
6 Si -0.91329 0.07262 0.47029
7 H 3.47533 -0.91840 -0.34295
8 H 2.55935 0.85939 -2.35820
9 C 1.54949 1.10796 -2.00781
10 H -2.13160 -1.68418 -0.62918
11 Si 1.33758 0.36693 -0.30412
12 H 1.39263 2.18249 -2.08763
13 C -1.51581 -1.68646 0.29718
14 H 0.84212 0.61798 -2.67736
15 H -0.71789 -2.39406 0.20924
16 H 2.17807 -1.77788 0.48472
17 C -0.89115 0.37137 2.33335
18 H -1.06929 -0.56339 2.84562
19 H -3.18175 1.09274 0.20144
20 H -2.27081 0.91799 -1.33968
21 H -1.57433 1.12142 2.65423
22 H 2.30557 -1.78299 -1.28304
23 H 2.22717 1.09247 0.63832

Löwdin atomic charge list, values in e, 2 entries: 0.029, -0.294



No. 3
Here is one molecule with the formula C12H20BN3O5 from the Open Molecules 2025 dataset. Energies are from wB97M-V/def2-TZVPD.

## Properties
SMILES = CN(CC(=O)N1CCC[C@H]1B(O)O)C(=O)[C@H]1CCC(=O)N1
LUMO level = 0.0156 Ha
Charge = 0
Energy relative to the best compared isomer or geometry (same formula, charge and spin) = 54.2 kJ/mol
Electronic energy = -1034.66730 Ha
Highest occupied orbital energy = -8.7 eV
Orbital gap = 9.1720 eV

CARTESIAN COORDINATES (ANGSTROEM)
1 H 1.00045 -2.72067 -1.94712
2 H 3.19148 0.62491 -1.76062
3 H -2.36196 -1.21486 -1.11716
4 H -1.53630 0.16695 -0.55037
5 H -1.01988 0.81238 -2.81844
6 N -0.86630 -0.77698 2.02843
7 C 0.06910 -1.13596 -3.25129
8 C -0.41797 1.67476 1.82948
9 C 0.07242 -0.73364 3.14898
10 H -1.95832 3.01702 1.32825
11 C -1.19193 -0.28386 -2.77001
12 H 0.74421 0.12419 3.20744
13 H -0.57932 -0.81757 4.10055
14 H -0.23859 1.80355 2.92471
15 N -0.99519 2.89693 1.20753
16 C -1.21584 -2.03489 1.35997
17 H -0.11661 -1.97009 -3.93801
18 C -1.39691 -0.67329 -1.24691
19 C 0.70466 -1.68024 -1.92242
20 H -2.11971 -0.40904 -3.37282
21 C -0.14254 -2.28010 0.30467
22 H 0.74087 -0.55836 -3.93762
23 H -1.23716 -2.86829 2.13652
24 O -0.80464 3.89176 -0.87427
25 C 1.06500 2.74650 0.09597
26 O -2.47566 0.67601 1.08484
27 H 0.72504 -1.61681 3.16855
28 H 0.91452 0.57403 0.47824
29 H -2.16003 -1.96768 0.78243
30 O 2.18339 0.55900 -2.00409
31 H 2.36671 -2.03932 0.22146
32 C -1.32834 0.48942 1.60986
33 H 1.63759 3.54928 0.57972
34 H 1.78234 1.40631 1.76479
35 B 1.81894 -0.62679 -1.35199
36 H 1.46578 2.46319 -0.88764
37 C 0.93897 1.47561 1.07562
38 N -0.29175 -1.60269 -0.89481
39 C -0.33490 3.26433 0.02515
40 O 0.82742 -3.01199 0.47651
41 O 2.54098 -1.19303 -0.29408

Löwdin atomic charge list, values in e, 2 entries: 0.143, 0.174



No. 4
Here is one molecule with the formula C5H7NS from the Open Molecules 2025 dataset. Energies are from wB97M-V/def2-TZVPD.

## Properties
LUMO level = 0.0320 Ha
Charge = 0
Energy relative to the best compared isomer or geometry (same formula, charge and spin) = 291.9 kJ/mol
Electronic energy = -647.54585 Ha
Highest occupied orbital energy = -8.7 eV
Orbital gap = 9.5416 eV

CARTESIAN COORDINATES (ANGSTROEM)
1 C 0.78078 0.19403 -1.91644
2 H 0.58734 -0.13373 2.22135
3 C -1.08191 -0.51817 -0.44013
4 C 0.30620 0.85719 0.19160
5 C 1.14087 0.21516 1.34512
6 H 1.62068 1.06668 1.75371
7 S -0.50654 -0.94842 -2.02374
8 H -2.56229 -1.71801 -0.25795
9 H -0.15023 1.87215 0.54388
10 C -1.97342 -1.08104 0.29009
11 H -2.35997 -0.63237 1.21897
12 N 1.08481 0.92498 -0.96122
13 H 1.36525 0.33728 -2.79849
14 H 1.74843 -0.43574 0.83324

Löwdin atomic charge list, values in e, 2 entries: -0.529, 0.081



No. 5
Here is an isolated ion of composition C5H8N and charge +1 from the Open Molecules 2025 dataset. Energies are from wB97M-V/def2-TZVPD.

## Properties
LUMO level (alpha / beta) = -0.2276 / -0.2276 Ha
Charge = +1
Energy relative to the best compared isomer or geometry (same formula, charge and spin) = 646.4 kJ/mol
Electronic energy = -249.57896 Ha
Highest occupied orbital energy (alpha / beta) = -14.8 / -14.8 eV
Orbital gap (alpha / beta) = 8.6122 / 8.6098 eV

CARTESIAN COORDINATES (ANGSTROEM)
1 C -1.41065 -1.38473 0.15588
2 H 1.74212 -0.57879 -0.65372
3 C -0.32857 0.11341 -1.30088
4 C 0.70194 -0.90149 -0.96654
5 N -0.24646 -0.73625 0.12625
6 H -1.11268 1.13274 0.48009
7 H 1.99941 1.42491 0.30131
8 C 0.90712 1.52411 0.71411
9 H -2.31165 -0.85382 0.64095
10 H -1.60602 -2.25453 -0.59482
11 H 0.47339 2.53008 0.80998
12 H 0.90459 1.17030 1.76730
13 H 0.50807 -1.88755 -1.59106
14 C -0.22060 0.70159 0.11116

Löwdin atomic charge list, values in e, 2 entries: 0.229, 0.158